{
  "formula": "C90H190N10O10",
  "method": "wB97M-V/def2-TZVPD",
  "e_tot_ha": -4842.386439,
  "charge": 0,
  "e_above_lowest_ev": 8.373,
  "homo_ev": -7.65,
  "lumo_ev": 0.447,
  "smiles": "CC1(C)CCCC(C)(C)N1O.CC1(C)CCCC(C)(C)N1O.CC1(C)CCCC(C)(C)N1O.CC1(C)CCCC(C)(C)N1O.CC1(C)CCCC(C)(C)N1O.CC1(C)CCCC(C)(C)N1O.CC1(C)CCCC(C)(C)N1O.CC1(C)CCCC(C)(C)N1O.CC1(C)CCCC(C)(C)N1O.CC1(C)CCCC(C)(C)N1O",
  "symbols": ["C", "C", "C", "C", "C", "C", "N", "O", "C", "C", "C", "H", "H", "H", "H", "H", "H", "H", "H", "H", "H", "H", "H", "H", "H", "H", "H", "H", "H", "H", "C", "C", "C", "C", "C", "C", "N", "O", "C", "C", "C", "H", "H", "H", "H", "H", "H", "H", "H", "H", "H", "H", "H", "H", "H", "H", "H", "H", "H", "H", "C", "C", "C", "C", "C", "C", "N", "O", "C", "C", "C", "H", "H", "H", "H", "H", "H", "H", "H", "H", "H", "H", "H", "H", "H", "H", "H", "H", "H", "H", "C", "C", "C", "C", "C", "C", "N", "O", "C", "C", "C", "H", "H", "H", "H", "H", "H", "H", "H", "H", "H", "H", "H", "H", "H", "H", "H", "H", "H", "H", "C", "C", "C", "C", "C", "C", "N", "O", "C", "C", "C", "H", "H", "H", "H", "H", "H", "H", "H", "H", "H", "H", "H", "H", "H", "H", "H", "H", "H", "H", "C", "C", "C", "C", "C", "C", "N", "O", "C", "C", "C", "H", "H", "H", "H", "H", "H", "H", "H", "H", "H", "H", "H", "H", "H", "H", "H", "H", "H", "H", "C", "C", "C", "C", "C", "C", "N", "O", "C", "C", "C", "H", "H", "H", "H", "H", "H", "H", "H", "H", "H", "H", "H", "H", "H", "H", "H", "H", "H", "H", "C", "C", "C", "C", "C", "C", "N", "O", "C", "C", "C", "H", "H", "H", "H", "H", "H", "H", "H", "H", "H", "H", "H", "H", "H", "H", "H", "H", "H", "H", "C", "C", "C", "C", "C", "C", "N", "O", "C", "C", "C", "H", "H", "H", "H", "H", "H", "H", "H", "H", "H", "H", "H", "H", "H", "H", "H", "H", "H", "H", "C", "C", "C", "C", "C", "C", "N", "O", "C", "C", "C", "H", "H", "H", "H", "H", "H", "H", "H", "H", "H", "H", "H", "H", "H", "H", "H", "H", "H", "H"],
  "xyz": [[3.76466, -2.61003, -6.56083], [3.46622, -3.31488, -5.23994], [1.96155, -3.13565, -5.00799], [1.32802, -3.95710, -3.90286], [1.74348, -5.42862, -4.04868], [3.22647, -5.73149, -4.34179], [3.76903, -4.74901, -5.34301], [5.09573, -4.94642, -5.67225], [3.94737, -5.83703, -2.97039], [3.39970, -7.13360, -5.00528], [4.26641, -2.57136, -4.17734], [4.81959, -2.69719, -6.82088], [3.56220, -1.55021, -6.40624], [3.23183, -2.95870, -7.44549], [1.71373, -2.07433, -4.99229], [1.41733, -3.44651, -5.89979], [0.23829, -3.93460, -3.91168], [1.58652, -3.59820, -2.90664], [1.05551, -5.96307, -4.70379], [1.46711, -5.93419, -3.12341], [4.04820, -4.88750, -2.44470], [3.49312, -6.48015, -2.21664], [4.98414, -6.10713, -3.17101], [4.44190, -7.37404, -5.21527], [3.02171, -7.93719, -4.37324], [2.87995, -7.32056, -5.94497], [5.32943, -2.63203, -4.41057], [4.17464, -2.89536, -3.14067], [3.97325, -1.52693, -4.07075], [4.96321, -5.22267, -6.58204], [3.90412, 3.05610, 3.78761], [2.94311, 2.95923, 2.53327], [1.46061, 2.97264, 2.85449], [1.00606, 4.31818, 3.37243], [1.20006, 5.40150, 2.34823], [2.62290, 5.41232, 1.65291], [3.17313, 4.05209, 1.50157], [4.46170, 4.01727, 1.04509], [2.51718, 5.98734, 0.30410], [3.43209, 6.18759, 2.73394], [3.12010, 1.66865, 1.79966], [3.55308, 3.69257, 4.59988], [4.89723, 3.39346, 3.49096], [4.04582, 2.09898, 4.28953], [0.83520, 2.57345, 2.05599], [1.27562, 2.19496, 3.59550], [1.58421, 4.62311, 4.24470], [-0.05283, 4.21517, 3.60956], [1.10010, 6.22313, 3.05748], [0.34019, 5.46773, 1.68165], [2.46086, 7.07405, 0.36722], [3.41117, 6.02283, -0.31850], [1.68117, 5.58078, -0.26500], [3.01856, 7.19308, 2.81201], [3.52597, 5.81785, 3.75501], [4.46314, 6.35584, 2.42293], [4.16949, 1.57028, 1.52181], [2.51947, 1.58428, 0.89399], [2.98736, 0.77582, 2.41068], [4.43962, 3.49412, 0.24047], [6.68311, 5.25540, -3.43006], [5.47136, 5.93558, -4.15521], [5.85190, 6.50532, -5.56637], [4.64965, 6.94979, -6.48798], [3.55849, 5.86838, -6.50073], [3.11513, 5.24863, -5.10856], [4.31852, 4.96532, -4.31160], [4.16473, 4.07599, -3.32405], [2.10337, 6.15905, -4.35269], [2.25401, 3.94660, -5.42876], [4.99897, 7.15064, -3.25939], [6.82858, 4.28771, -3.91018], [6.54936, 4.93850, -2.39575], [7.63088, 5.79293, -3.45987], [6.44750, 7.41658, -5.51192], [6.36579, 5.70043, -6.09188], [4.86464, 7.22720, -7.51993], [4.16889, 7.88125, -6.18907], [3.93231, 5.08361, -7.15838], [2.67951, 6.25383, -7.01739], [1.14903, 5.98745, -4.85057], [1.96111, 6.02641, -3.28018], [2.39820, 7.20487, -4.43894], [2.90408, 3.12600, -5.73230], [1.72854, 3.45809, -4.60820], [1.51278, 4.07741, -6.21716], [5.85655, 7.61849, -2.77589], [4.31322, 6.83928, -2.47142], [4.43505, 7.93016, -3.77166], [4.73729, 3.35943, -3.60742], [0.42636, 0.18807, -3.07508], [1.08190, 0.76431, -1.79091], [0.45965, 2.13879, -1.43903], [-0.96965, 2.10128, -0.95662], [-1.22093, 1.10765, 0.16341], [-0.46656, -0.31283, -0.01783], [0.90246, -0.10233, -0.64247], [1.70832, -1.23111, -0.49324], [-0.32620, -0.78157, 1.50345], [-1.38599, -1.34520, -0.75445], [2.55454, 0.92603, -2.14860], [0.55181, -0.88717, -3.20243], [0.73140, 0.75016, -3.95775], [-0.63109, 0.38624, -2.90003], [1.02609, 2.62348, -0.64386], [0.32918, 2.77304, -2.31585], [-1.53567, 1.86562, -1.85783], [-1.21549, 3.12731, -0.68291], [-2.28101, 0.85443, 0.14943], [-1.05091, 1.41377, 1.19562], [-1.26324, -0.70792, 2.05539], [0.07673, -1.79411, 1.52610], [0.50326, -0.31533, 2.03513], [-1.97317, -1.92887, -0.04547], [-2.19403, -0.90791, -1.34091], [-0.80094, -2.08241, -1.30429], [3.10374, 0.02130, -2.40927], [3.17079, 1.30155, -1.33171], [2.77090, 1.63274, -2.94977], [2.14027, -1.09054, 0.35250], [-5.93040, -1.96101, 3.70682], [-5.97962, -3.20456, 2.87753], [-5.49587, -4.50946, 3.56967], [-6.38117, -5.10826, 4.57786], [-7.75413, -5.25893, 4.10524], [-8.44722, -4.06514, 3.31427], [-7.41738, -3.45362, 2.41024], [-7.90681, -2.49396, 1.50045], [-9.50560, -4.79586, 2.45238], [-9.00811, -3.08182, 4.31927], [-5.10320, -2.93518, 1.56199], [-6.55904, -1.27491, 3.13921], [-4.93735, -1.55588, 3.90133], [-6.50021, -2.12963, 4.62059], [-5.15415, -5.28529, 2.88452], [-4.56350, -4.25574, 4.07407], [-6.45774, -4.48266, 5.46716], [-5.97325, -5.99190, 5.06867], [-8.34661, -5.59291, 4.95701], [-7.74781, -6.11300, 3.42801], [-9.14602, -5.70677, 1.97379], [-10.30079, -5.09293, 3.13613], [-9.85294, -4.00695, 1.78525], [-10.02803, -3.34069, 4.60358], [-8.33866, -3.18990, 5.17265], [-9.11167, -2.05083, 3.98099], [-4.06384, -2.66714, 1.75168], [-5.49368, -2.14186, 0.92460], [-5.22954, -3.80303, 0.91470], [-8.40224, -2.97728, 0.83520], [0.15170, -6.22698, -0.74735], [0.11289, -5.76515, 0.77804], [-1.23637, -4.95597, 1.14253], [-2.33851, -5.82541, 1.67076], [-1.89263, -6.75025, 2.80551], [-0.67279, -7.64469, 2.42622], [0.39334, -6.79887, 1.83935], [1.57178, -7.56378, 1.48390], [-0.12760, -8.38473, 3.60957], [-1.16437, -8.71391, 1.33897], [1.21594, -4.69177, 1.07779], [0.05164, -5.34167, -1.37530], [-0.70203, -6.88297, -0.91742], [1.10700, -6.68662, -1.00079], [-1.07442, -4.16844, 1.87851], [-1.72142, -4.36975, 0.36204], [-2.87398, -6.37339, 0.89546], [-3.12873, -5.16835, 2.03398], [-2.67340, -7.42782, 3.15104], [-1.71131, -6.20667, 3.73273], [0.56797, -9.16176, 3.29258], [0.49498, -7.68366, 4.16545], [-0.84824, -8.79371, 4.31776], [-0.38397, -9.32419, 0.88438], [-1.95572, -9.30926, 1.79438], [-1.67630, -8.27967, 0.48023], [2.19445, -5.16738, 1.14447], [1.05580, -4.22203, 2.04824], [1.25991, -3.94231, 0.28754], [1.22204, -8.05359, 0.73600], [-1.35755, 10.33104, -2.05932], [-0.99496, 8.78080, -1.92668], [-1.31851, 8.48588, -0.44116], [-1.35834, 6.94405, -0.09264], [-2.41581, 6.28664, -0.94221], [-2.05054, 6.50738, -2.45279], [-1.86341, 7.98127, -2.76173], [-1.82824, 8.21808, -4.14287], [-0.98469, 5.53415, -2.93816], [-3.47234, 6.10676, -3.08360], [0.55385, 8.47586, -2.23457], [-1.41298, 10.61010, -3.11154], [-0.63518, 10.97301, -1.55517], [-2.32799, 10.65898, -1.68677], [-0.41515, 8.79435, 0.08505], [-2.11970, 9.01671, 0.07303], [-1.71506, 6.86550, 0.93433], [-0.34064, 6.55431, -0.11457], [-3.28883, 6.88163, -0.67401], [-2.65745, 5.28570, -0.58468], [-1.28596, 4.49873, -2.77926], [-0.84075, 5.74611, -3.99763], [-0.11874, 5.74537, -2.31078], [-3.24136, 5.99639, -4.14311], [-3.77995, 5.09350, -2.82520], [-4.30175, 6.78263, -2.87529], [1.35598, 8.97884, -1.69450], [0.83699, 8.81880, -3.22973], [0.72102, 7.40186, -2.15279], [-2.75358, 8.21079, -4.39843], [-5.25567, 0.48961, -1.32166], [-6.07403, 1.67542, -0.71123], [-6.90888, 2.13922, -1.92397], [-7.97336, 3.13937, -1.59053], [-8.87482, 2.49452, -0.49336], [-8.15843, 2.07813, 0.83207], [-6.94146, 1.23635, 0.43881], [-6.23492, 0.62337, 1.51027], [-7.79094, 3.30861, 1.70593], [-9.17430, 1.03344, 1.51854], [-5.16801, 2.78456, -0.26526], [-4.65520, -0.00855, -0.56049], [-4.69210, 0.96241, -2.12598], [-5.83940, -0.27904, -1.82817], [-6.43025, 2.73119, -2.70409], [-7.53677, 1.36165, -2.35897], [-8.67545, 3.28128, -2.41214], [-7.42052, 4.06252, -1.41662], [-9.41600, 1.69887, -1.00537], [-9.60765, 3.28243, -0.31943], [-7.59097, 4.14845, 1.04052], [-8.56854, 3.60347, 2.41056], [-6.86902, 3.16128, 2.26846], [-9.49520, 0.27608, 0.80333], [-8.83230, 0.45252, 2.37508], [-10.04614, 1.63493, 1.77582], [-4.31621, 2.80559, -0.94502], [-4.71707, 2.61143, 0.71187], [-5.59109, 3.78286, -0.15339], [-6.71234, -0.20253, 1.61779], [5.48832, -2.51775, -0.51046], [6.66853, -2.74089, 0.39365], [6.57837, -4.21050, 0.92090], [6.65631, -5.25833, -0.15030], [8.04762, -5.07736, -0.92008], [8.38179, -3.61690, -1.38036], [7.96410, -2.64165, -0.33765], [8.13124, -1.37175, -0.72680], [9.86757, -3.59232, -1.65380], [7.67423, -3.47660, -2.74884], [6.68221, -1.84743, 1.63190], [5.75379, -1.57313, -0.98516], [4.60415, -2.27013, 0.07695], [5.44194, -3.20265, -1.35713], [7.45838, -4.32136, 1.55445], [5.77844, -4.34859, 1.64834], [5.78528, -5.17251, -0.79995], [6.70119, -6.17699, 0.43464], [7.99830, -5.81518, -1.72088], [8.80728, -5.45779, -0.23724], [10.32215, -4.43556, -2.17381], [10.06405, -2.62240, -2.11069], [10.36493, -3.59980, -0.68392], [8.27442, -3.92277, -3.54182], [6.68955, -3.91418, -2.91320], [7.58759, -2.41529, -2.98164], [5.84916, -2.20977, 2.23428], [6.48798, -0.78691, 1.47160], [7.55346, -2.00779, 2.26697], [8.77499, -1.06561, -0.08379], [-2.19076, -3.63954, 5.72926], [-1.30928, -2.74383, 6.60471], [0.10572, -2.74423, 6.03738], [0.39241, -1.86323, 4.84075], [-0.05088, -0.39562, 5.17892], [-1.51385, -0.31602, 5.67841], [-1.91748, -1.35428, 6.57916], [-3.19698, -1.22149, 7.14768], [-1.64154, 0.99925, 6.43790], [-2.49226, -0.32115, 4.50353], [-1.22267, -3.35147, 8.01228], [-3.23295, -3.44242, 5.98040], [-2.01712, -4.71156, 5.82277], [-2.01322, -3.29442, 4.71070], [0.73839, -2.34140, 6.82830], [0.33197, -3.75344, 5.69326], [-0.06922, -2.44692, 4.04433], [1.44000, -1.92103, 4.54522], [-0.01307, 0.09551, 4.20658], [0.67745, 0.10229, 5.81901], [-1.03394, 0.89850, 7.33722], [-1.37636, 1.84340, 5.80136], [-2.62185, 1.22232, 6.85901], [-3.54845, -0.23042, 4.75715], [-2.14014, 0.40432, 3.77018], [-2.55663, -1.15305, 3.80217], [-2.16525, -3.83570, 8.26750], [-0.98930, -2.62237, 8.78820], [-0.49088, -4.15896, 7.98874], [-3.74337, -1.34342, 6.36781]]
}